Density functional theory data (ωB97M-V with the def2-TZVPD basis set) for the molecule CH4N2O2S in a non-equilibrium geometry.

ΔE to the lowest compared entry with this formula, charge and spin ... 81.5 kcal/mol
DFT total energy ... -19008.388 eV
Net charge ... 0
LUMO level ... -0.219 eV
Frontier orbital gap ... 9.14 eV
SMILES ... N[C@@H](S)ON=O

Bonds (Å) are listed after each position.
Geometry (Å):
1 C 0.2751 0.0963 0.4703  N3 1.354, O5 1.417, S6 2.012, H7 1.175
2 N 2.4337 -0.1720 -0.4602  O4 1.162, O5 1.413
3 N -0.0303 1.0492 -0.4418  C1 1.354, H8 1.105, H9 1.040
4 O 3.5167 -0.4569 -0.1491  N2 1.162
5 O 1.6665 -0.0133 0.7163  C1 1.417, N2 1.413
6 S -0.0445 -1.7234 -0.3264  C1 2.012, H10 1.419
7 H -0.3222 0.1728 1.4797  C1 1.175
8 H 0.6867 0.9304 -1.2745  N3 1.105
9 H -0.9849 0.7588 -0.7349  N3 1.040
10 H -1.3314 -1.3502 -0.7944  S6 1.419

Mulliken atomic charge list, values in e, 2 entries: atom 1 (C): 0.064, atom 2 (N): 0.175